*a*
The following is a quantum chemistry calculation of a cluster of 2 separate species, C5H12O in total, from OMol25.

Geometry as ORCA input:
```
! RIJCOSX wB97M-V def2-TZVPD def2/J DEFGRID3
* xyz 0 1
C 2.246 -1.120 -0.788
C 0.838 -0.592 -0.752
C 0.499 0.588 -1.268
C -0.920 1.099 -1.332
C -1.740 0.986 -0.043
H 2.895 -0.403 -1.278
H 2.261 -2.041 -1.378
H 2.666 -1.361 0.192
H 0.073 -1.236 -0.321
H 1.269 1.237 -1.664
H -0.934 2.133 -1.691
H -1.435 0.576 -2.135
H -2.384 1.843 0.113
H -1.133 0.843 0.852
H -2.416 0.131 -0.080
O -0.616 -0.788 3.195
H -1.353 -0.378 2.728
H 0.044 -0.991 2.519
*
```

HOMO level in Eh: -0.344
SMILES: C/C=C/CC.O

---

*b*
The following is a quantum chemistry calculation of a structure of composition C5H12O, from OMol25.

Geometry as ORCA input:
```
! RIJCOSX wB97M-V def2-TZVPD def2/J DEFGRID3
* xyz 0 1
C 1.888 -0.246 -0.586
O 1.265 -0.019 0.649
C -0.084 -0.065 0.472
C -0.424 1.078 -1.175
C -0.641 -1.428 0.075
C -0.783 0.571 1.669
H 1.131 0.328 -1.241
H 1.884 -1.311 -0.861
H 2.918 0.115 -0.508
H -0.069 1.236 -2.241
H -1.440 0.740 -1.306
H -0.353 2.074 -0.742
H -0.314 -1.683 -0.934
H -0.331 -2.243 0.750
H -1.733 -1.385 0.086
H -1.051 -0.134 2.476
H -0.153 1.352 2.108
H -1.711 1.017 1.310
*
```

HOMO level in Eh: -0.333

---

*c*
The following is a quantum chemistry calculation of the molecule C5H12O, from OMol25.

Geometry as ORCA input:
```
! RIJCOSX wB97M-V def2-TZVPD def2/J DEFGRID3
* xyz 0 1
C 2.490 -0.506 0.070
C 1.531 0.654 0.538
C 0.401 0.670 -0.525
O -0.341 -0.542 -0.618
C -1.422 -0.673 0.351
C -2.600 0.308 0.104
H 1.939 -1.423 -0.322
H 3.008 -0.147 -0.837
H 3.203 -0.830 0.792
H 0.989 0.476 1.519
H 2.009 1.638 0.565
H -0.125 1.672 -0.423
H 0.823 0.779 -1.533
H -0.978 -0.573 1.429
H -1.705 -1.706 0.229
H -3.338 0.090 0.886
H -3.202 0.225 -0.871
H -2.294 1.418 0.285
*
```

HOMO level in Eh: -0.356
SMILES: CCCOCC

---

Most stable = *a*

---

*a*
The following is a quantum chemistry calculation of the molecule C4H7NO, from OMol25.

Geometry as ORCA input:
```
! RIJCOSX wB97M-V def2-TZVPD def2/J DEFGRID3
* xyz 0 1
C -2.058 0.075 0.449
N -0.768 0.722 0.345
C -0.221 0.316 -0.719
C 1.098 -0.330 -0.575
C 2.100 0.218 0.326
O 1.309 -0.873 0.736
H -1.797 -0.981 0.633
H -2.687 0.093 -0.455
H -2.542 0.461 1.332
H -0.795 0.126 -1.639
H 1.330 -1.048 -1.356
H 3.145 0.006 0.128
H 1.848 1.166 0.802
*
```

HOMO level in Eh: -0.330
SMILES: C/N=C/[C@H]1CO1

---

*b*
The following is a quantum chemistry calculation of the molecule C4H7NO, from OMol25.

Geometry as ORCA input:
```
! RIJCOSX wB97M-V def2-TZVPD def2/J DEFGRID3
* xyz 0 1
C 0.456 -1.255 -0.398
C -0.004 0.063 0.277
C 0.174 1.428 -0.489
O 0.680 0.259 1.386
C -1.604 -0.112 0.378
N -2.822 -0.047 0.271
H 0.079 -2.172 0.260
H 1.629 -1.288 -0.463
H 0.385 -1.591 -1.517
H -0.530 1.436 -1.385
H 1.333 1.368 -0.691
H -0.144 2.259 0.130
H 0.367 -0.348 2.240
*
```

HOMO level in Eh: -0.408
SMILES: CC(C)(O)C#N

---

*c*
The following is a quantum chemistry calculation of the molecule C4H7NO, from OMol25.

Geometry as ORCA input:
```
! RIJCOSX wB97M-V def2-TZVPD def2/J DEFGRID3
* xyz 0 1
C -1.806 -0.108 0.562
C -0.543 -0.791 0.096
C -0.010 -0.537 -1.291
N 0.619 0.030 -0.159
C 1.524 0.778 0.324
O 2.493 1.297 -0.451
H -1.803 0.083 1.642
H -2.667 -0.744 0.331
H -1.931 0.836 0.024
H -0.280 -1.694 0.659
H 0.590 -1.339 -1.730
H 2.247 1.127 -1.376
H 1.566 1.062 1.369
*
```

HOMO level in Eh: -0.268

---

*d*
The following is a quantum chemistry calculation of a cluster of 2 separate species, C4H7NO in total, from OMol25.

Geometry as ORCA input:
```
! RIJCOSX wB97M-V def2-TZVPD def2/J DEFGRID3
* xyz 0 1
N 0.218 -2.111 -0.121
C -0.503 -1.102 -0.102
C -1.263 -0.045 -0.304
C -2.647 0.251 -0.284
O -1.620 1.143 0.142
H 0.042 -2.485 0.782
H -3.282 0.580 -1.105
H -3.259 -0.168 0.599
C 1.451 0.360 1.048
H 2.187 0.721 1.652
H 2.069 -0.198 0.411
H 0.843 1.153 0.627
H 0.820 -0.081 1.639
*
```

HOMO level in Eh: -0.318
SMILES: N=C=C1CO1.C

---

Most stable = *b*

---

*a*
The following is a quantum chemistry calculation of the molecule C4H7NO, from OMol25.

Geometry as ORCA input:
```
! RIJCOSX wB97M-V def2-TZVPD def2/J DEFGRID3
* xyz 0 1
C -1.871 0.035 -0.391
C -0.667 0.079 0.530
C 0.076 -1.101 0.295
N 1.213 -0.942 -0.191
O 1.467 0.454 -0.352
C 0.344 1.189 0.197
H -1.663 -0.276 -1.472
H -2.704 -0.740 -0.175
H -2.387 1.013 -0.407
H -1.021 0.136 1.589
H -0.269 -2.086 0.374
H 0.650 1.842 1.071
H -0.125 1.867 -0.611
*
```

HOMO level in Eh: -0.348
SMILES: C[C@H]1C=NOC1

---

*b*
The following is a quantum chemistry calculation of the molecule C4H7NO, from OMol25.

Geometry as ORCA input:
```
! RIJCOSX wB97M-V def2-TZVPD def2/J DEFGRID3
* xyz 0 1
C 1.943 -0.224 0.035
C 0.588 -0.272 0.631
N 0.066 0.838 0.979
C -1.064 0.876 0.060
C -1.488 -0.578 -0.107
O -0.215 -1.230 0.077
H 2.595 0.468 0.563
H 1.590 0.273 -0.896
H 2.401 -1.169 -0.245
H -1.819 1.618 0.299
H -0.560 1.147 -0.902
H -1.822 -0.806 -1.119
H -2.215 -0.941 0.626
*
```

HOMO level in Eh: -0.332
SMILES: CC1=NCCO1

---

*c*
The following is a quantum chemistry calculation of the molecule C4H7NO, from OMol25.

Geometry as ORCA input:
```
! RIJCOSX wB97M-V def2-TZVPD def2/J DEFGRID3
* xyz 0 1
C 0.854 0.618 1.306
C 0.444 0.208 -0.096
C -0.105 -1.212 -0.308
C -0.997 -0.649 -1.346
O -1.652 -0.965 -2.299
N -0.912 0.634 -0.539
H 0.929 1.710 1.382
H 0.122 0.270 2.043
H 1.833 0.198 1.565
H 1.199 0.518 -0.828
H 0.489 -2.147 -0.416
H -1.077 -0.760 0.362
H -1.127 1.578 -0.825
*
```

HOMO level in Eh: -0.352
SMILES: C[C@H]1CC(=O)N1

---

*d*
The following is a quantum chemistry calculation of a cluster of 2 separate species, C4H7NO in total, from OMol25.

Geometry as ORCA input:
```
! RIJCOSX wB97M-V def2-TZVPD def2/J DEFGRID3
* xyz 0 1
C -1.744 -0.279 0.333
C -0.540 0.379 -0.318
C 0.467 0.998 0.549
O 1.652 1.063 0.340
H -1.517 -1.299 0.650
H -2.595 -0.336 -0.347
H -2.067 0.272 1.218
H -0.168 -0.121 -1.222
H -0.721 1.500 -0.581
H 0.055 1.503 1.440
C 2.350 -1.165 -0.698
N 1.902 -2.100 -1.172
H 2.925 -0.416 -0.193
*
```

HOMO level in Eh: -0.371
SMILES: CCC=O.C#N

---

Most stable = *b*